This record from the Open Molecules 2025 dataset describes C23H23N6O2PPdSSe as an isolated structure. The level of theory is ωB97M-V/def2-TZVPD.

Geometry as XYZ:
```
58
Properties=species:S:1:pos:R:3
Pd 0.0938 0.1750 0.1912
O -2.5098 0.1886 0.9889
C -1.3900 0.2826 1.4090
C -1.1810 0.6999 2.8737
C -2.2692 0.8842 3.7113
C -2.0525 1.3502 5.0013
C -0.7608 1.6402 5.4302
C 0.3248 1.4432 4.5894
C 0.1123 0.9468 3.3067
P 1.3666 0.5821 2.0413
C 2.2867 -0.8560 2.6476
C 2.5637 -1.0811 3.9953
C 3.2685 -2.2103 4.3817
C 3.6950 -3.1273 3.4282
C 3.4077 -2.9199 2.0882
C 2.7040 -1.7884 1.7018
C 2.5306 1.9818 2.1566
C 3.8646 1.8400 2.5211
C 4.7089 2.9450 2.5270
C 4.2233 4.1949 2.1747
C 2.8904 4.3416 1.8051
C 2.0517 3.2399 1.7871
H -3.2647 0.6746 3.3431
H -2.8905 1.5025 5.6689
H -0.5993 2.0258 6.4291
H 1.3252 1.6932 4.9223
H 2.2227 -0.3865 4.7518
H 3.4762 -2.3799 5.4304
H 4.2349 -4.0137 3.7364
H 3.6957 -3.6429 1.3360
H 2.4405 -1.6682 0.6613
H 4.2500 0.8649 2.7935
H 5.7466 2.8259 2.8117
H 4.8806 5.0549 2.1842
H 2.5086 5.3145 1.5228
H 1.0193 3.3465 1.4692
C 3.4292 2.0882 -1.5534
S 3.1078 0.4168 -1.0270
C 4.0178 -0.4644 -2.2713
O 1.6646 0.1394 -1.3829
H 4.5032 2.2743 -1.5287
H 2.9170 2.7489 -0.8554
H 3.0314 2.2115 -2.5613
H 5.0814 -0.2529 -2.1595
H 3.6489 -0.1601 -3.2513
H 3.8045 -1.5222 -2.1149
Se -0.6466 -2.1660 -0.6093
C 1.0114 -2.7144 -1.1983
N 2.0541 -3.0574 -1.5688
N -3.4148 3.3719 -0.7697
N -2.1077 3.2430 -1.2129
N -1.7290 3.6250 -2.4052
C -0.4719 3.1892 -2.4125
N -0.1371 2.5634 -1.2790
N -1.2057 2.6231 -0.5121
H -3.6537 4.3558 -0.7918
H -3.4378 2.9925 0.1701
H 0.1888 3.3164 -3.2520
```

- ΔE to the lowest compared entry with this formula, charge and spin: 0.3269 eV
- Frontier orbital gap: 7.20 eV
- Total energy: -4638.0616 hartree
- Spin multiplicity: 1

This record from the Open Molecules 2025 dataset describes C51H123AsCdCl6F6N7O22 as an isolated structure in a non-equilibrium geometry. The level of theory is ωB97M-V/def2-TZVPD.

Geometry as XYZ:
```
217
Properties=species:S:1:pos:R:3
Cd 7.4563 36.4133 -2.5611
As 2.5096 35.7214 -1.6263
F 2.6927 34.6965 -0.1508
F 3.8800 34.7986 -2.3995
F 2.4020 36.7745 -3.1162
F 1.2633 36.7564 -0.6814
F 3.7960 36.7910 -0.9180
F 1.2164 34.5672 -2.2452
C 9.5005 30.7939 -4.2442
C 8.3383 31.6980 -3.9622
C 7.1295 30.8688 -3.4315
O 6.1279 31.7028 -3.1001
C 4.8235 31.0509 -3.1847
N 8.8617 32.5042 -2.8547
H 10.3940 31.3830 -4.4506
H 9.3511 30.4872 -5.2795
H 9.6884 29.9324 -3.6034
H 8.0276 32.3336 -4.7914
H 7.3802 30.1649 -2.6379
H 6.8951 30.2630 -4.3067
H 4.5330 30.9873 -4.2333
H 4.1519 31.6753 -2.5955
H 4.6568 30.0075 -2.9171
H 9.8643 32.3867 -2.8220
H 8.8427 31.7947 -2.1360
C 4.9630 39.5710 -2.1833
C 6.1277 38.6966 -2.6367
C 7.5153 39.3588 -2.8388
O 8.3697 38.2148 -3.0023
C 9.7172 38.7002 -3.0886
N 6.1697 37.5883 -1.6161
H 5.1983 39.9789 -1.2002
H 4.0118 39.0444 -2.2617
H 4.8066 40.4904 -2.7473
H 5.9232 38.3441 -3.6477
H 7.7398 40.0811 -2.0540
H 7.4237 39.7871 -3.8370
H 9.9147 39.1724 -2.1262
H 9.8961 39.3606 -3.9371
H 10.4938 37.9405 -3.1763
H 5.2460 37.2913 -1.3356
H 6.3496 37.9282 -0.6822
C 0.2075 31.5596 -0.9980
C -0.7307 32.4564 -0.1794
C -1.6202 33.4361 -1.1069
O -2.1468 34.5652 -0.4436
C -1.3467 35.6960 -0.3499
N -1.6562 31.5957 0.6092
H 1.1186 32.1015 -1.2518
H -0.4253 31.2024 -1.8104
H 0.5327 30.5930 -0.6132
H -0.1121 33.0733 0.4725
H -2.4000 32.7901 -1.5104
H -1.1119 33.7254 -2.0267
H -2.0470 36.5143 -0.1818
H -0.8114 35.9225 -1.2720
H -0.6952 35.7438 0.5227
H -1.6180 31.8393 1.5887
H -2.5746 31.9729 0.4236
C 8.5198 38.7534 2.5441
C 6.9696 39.0143 2.4600
C 6.5945 40.4825 2.0638
O 5.2264 40.7320 1.7660
C 4.9794 42.0363 1.3086
N 6.3445 38.1468 1.4812
H 8.8433 37.7285 2.7256
H 9.0351 39.2722 3.3525
H 8.9422 38.9102 1.5516
H 6.4328 38.7397 3.3680
H 7.2597 40.8285 1.2727
H 6.8089 41.1649 2.8863
H 5.7109 42.2812 0.5385
H 5.1353 42.7306 2.1343
H 3.9373 42.1757 1.0210
H 6.4831 37.2686 1.9605
H 5.3496 38.2833 1.3736
C 1.1538 37.9006 -7.4361
C -0.2463 38.5863 -7.3960
C -0.2645 40.1389 -7.6687
O 0.5443 40.7870 -6.6827
C 0.6664 42.1898 -6.8256
N -1.1830 37.9393 -8.3428
H 1.1059 36.8962 -7.0155
H 1.8158 38.4160 -6.7402
H 1.4721 37.7569 -8.4687
H -0.6926 38.4196 -6.4156
H -1.2813 40.5208 -7.5770
H 0.1562 40.3058 -8.6603
H 1.3735 42.2910 -7.6489
H 0.9999 42.6516 -5.8962
H -0.3339 42.5749 -7.0234
H -2.1082 38.1266 -7.9837
H -1.1160 38.3537 -9.2614
C 6.4155 33.0042 -0.1985
C 6.9000 34.3419 -0.6752
C 8.3586 34.7772 -0.4537
O 8.4042 36.1547 -0.8651
C 9.6743 36.7519 -0.4376
N 6.6869 34.3264 -2.1344
H 6.5357 32.7480 0.8541
H 7.0734 32.2185 -0.5700
H 5.4076 32.8036 -0.5616
H 6.3072 35.2233 -0.4306
H 9.1442 34.1179 -0.8230
H 8.5218 34.6310 0.6141
H 10.0169 36.1714 0.4190
H 9.5921 37.8310 -0.3085
H 10.5236 36.5863 -1.1005
H 5.7178 34.1234 -2.3339
H 7.1130 33.4657 -2.4469
C 9.5676 35.4040 -6.0544
C 8.6334 35.8025 -5.0253
C 7.2655 35.2180 -5.2700
O 6.4345 36.1532 -4.5113
C 5.0717 36.0876 -5.0175
N 8.9390 35.4769 -3.6503
H 9.6960 34.3217 -6.0644
H 10.5702 35.8085 -5.9156
H 9.2900 35.7917 -7.0346
H 8.7952 36.8617 -5.2255
H 7.1643 34.2220 -4.8390
H 6.9747 35.2364 -6.3204
H 4.3276 36.6647 -4.4686
H 4.8296 35.0248 -5.0091
H 4.9719 36.4269 -6.0485
H 9.1077 34.4889 -3.5254
H 9.8842 35.7989 -3.8020
C -1.2559 40.8393 7.9142
C -1.4139 40.9281 6.3755
O -0.7820 39.8040 5.6546
C -1.2249 38.5228 5.5424
O -2.2646 38.0837 6.0026
O -0.2909 37.7660 4.7807
C -0.3959 36.4041 4.5908
H -1.8958 39.9627 8.0156
H -1.6786 41.6734 8.4742
H -0.2458 40.5001 8.1442
H -0.9661 41.7370 5.7983
H -2.4651 40.8653 6.0941
H 0.3830 36.1218 3.8825
H -1.3534 36.0890 4.1762
H -0.2794 35.9176 5.5592
C 8.4844 37.8722 -9.3485
C 7.2720 37.2943 -8.7824
O 6.8343 37.7722 -7.4854
C 6.1937 39.0274 -7.4188
O 5.7860 39.6390 -8.4047
O 5.8244 39.2329 -6.1350
C 4.8865 40.2937 -5.8296
H 8.3397 38.9301 -9.5679
H 8.7073 37.3761 -10.2930
H 9.3582 38.0061 -8.7108
H 7.4968 36.2682 -8.4913
H 6.3936 37.3912 -9.4204
H 5.0025 40.7946 -4.8685
H 3.9045 39.8501 -5.9936
H 5.0018 41.0354 -6.6200
C -2.1904 35.5901 -5.9738
C -2.4665 36.6749 -4.8905
O -3.5572 36.4039 -3.9745
C -3.6845 37.3196 -3.0158
O -3.0164 38.3559 -2.9403
O -4.5786 36.9703 -2.2145
C -4.9749 37.7924 -1.1763
H -1.9516 34.6018 -5.5811
H -1.2254 35.8713 -6.3954
H -2.9666 35.6540 -6.7364
H -2.7394 37.6200 -5.3599
H -1.5121 36.9681 -4.4531
H -5.6137 37.1486 -0.5717
H -5.5570 38.6455 -1.5247
H -4.1309 38.1581 -0.5914
C -0.9597 43.7935 0.2719
C -1.7888 43.6685 -1.0166
O -1.6268 42.3630 -1.5381
C -0.4493 42.0542 -2.1446
O 0.4655 42.8505 -2.3910
O -0.5689 40.7605 -2.5033
C 0.4458 40.1108 -3.2502
H -1.0906 44.7741 0.7295
H 0.0502 43.7846 -0.1380
H -1.0639 43.0035 1.0157
H -1.5637 44.5835 -1.5646
H -2.8648 43.6970 -0.8449
H 0.8151 39.3337 -2.5811
H 1.2388 40.8056 -3.5269
H 0.0422 39.6198 -4.1357
C 2.8338 36.9087 3.5173
C 3.0052 35.8281 2.4762
O 3.6440 34.7321 3.0917
C 4.9775 34.7382 3.3213
O 5.8170 35.6467 3.0148
O 5.2398 33.6688 3.9978
C 6.3681 33.6133 4.8422
H 2.3068 37.8035 3.1859
H 3.8123 37.2557 3.8492
H 2.4553 36.4668 4.4389
H 3.5585 36.2589 1.6417
H 2.0236 35.4201 2.2350
H 6.6320 34.6023 5.2171
H 7.2038 33.1072 4.3590
H 6.0935 33.0578 5.7389
C 0.7749 32.4332 -4.6849
Cl -0.2325 31.0440 -4.5505
Cl 1.1355 32.5864 -6.4352
H 0.1007 33.2195 -4.3454
H 1.6859 32.2398 -4.1184
C 0.2363 39.3084 0.9127
Cl -1.0522 39.5007 2.0638
Cl 1.4114 40.6801 1.1303
H 0.8267 38.4133 1.1085
H -0.2255 39.3861 -0.0716
C 2.7295 31.5509 2.1579
Cl 2.4544 31.2223 3.8730
Cl 4.4446 31.2518 1.7134
H 2.1647 30.8512 1.5418
H 2.4384 32.5722 1.9125
```

- Frontier orbital gap: 8.17 eV
- Total energy: -9818.9723 hartree
- Spin multiplicity: 1
- Net charge: +1